[1]
This record from the Open Molecules 2025 dataset describes 8 unconnected molecules or ions with the total composition C5H24NO9. The level of theory is wB97M-V/def2-TZVPD.

Computed properties:
* ΔE to the lowest compared entry with this formula, charge and spin: 55.37 kcal/mol
* LUMO: 3.1 eV
* charge: -1
* calculated total energy: -25492.9433 eV
* orbital gap: 8.545 eV

Positions of all 39 atoms, in Å:
C1 0.341 1.887 -2.515
N1 0.281 0.946 -1.398
C2 0.500 -0.425 -1.817
C3 0.429 -1.319 -0.544
C4 1.587 -2.346 -0.443
O1 2.794 -1.848 -0.968
C5 -0.553 -1.080 -2.668
O2 -1.656 -0.698 -2.957
H1 -0.542 1.917 -3.155
H2 1.216 1.733 -3.155
H3 0.478 2.893 -2.128
H4 1.133 1.155 -0.860
H5 1.522 -0.596 -2.176
H6 0.433 -0.637 0.301
H7 -0.503 -1.886 -0.422
H8 1.750 -2.552 0.623
H9 1.349 -3.256 -0.985
H10 -0.150 -2.046 -3.065
H11 -1.658 -2.366 1.428
H12 -2.427 -1.727 2.545
O3 -2.531 -2.028 1.642
H13 0.326 -1.485 2.385
H14 -0.395 -1.067 3.484
O4 -0.208 -1.931 3.063
H15 -1.580 1.257 -0.617
H16 -2.650 0.668 -1.479
O5 -2.533 1.322 -0.778
H17 3.535 0.779 -0.306
H18 3.091 -1.109 -0.379
O6 2.730 0.574 0.182
H19 -3.463 1.844 0.976
H20 -2.129 2.576 1.261
O7 -2.940 2.270 1.664
H21 2.400 1.700 0.910
H22 2.006 1.704 2.445
O8 2.202 2.338 1.754
H23 -0.788 1.453 2.587
H24 -2.152 0.699 2.625
O9 -1.245 0.688 2.941

These are the Löwdin partial charges, in e, on atoms 1 to 2:
1. C -0.117
2. N -0.087


[2]
This record from the Open Molecules 2025 dataset describes a molecular structure, C20H28ClF5N2O3PmTe. The level of theory is wB97M-V/def2-TZVPD.

Computed properties:
* LUMO (alpha / beta): 2.5 / 2.5 eV
* charge: -1
* multiplicity: 5
* calculated total energy: -80282.5548 eV
* orbital gap (alpha / beta): 7.115 / 7.129 eV

Positions of all 61 atoms, in Å:
Pm1 -0.657 -0.127 1.045
Cl1 1.615 -0.915 -0.392
N1 -0.063 2.360 0.226
N2 -0.683 -2.616 0.866
C1 -0.766 3.037 -0.644
C2 -0.822 -3.017 -0.373
C3 1.136 3.163 0.561
C4 0.769 4.543 0.018
C5 2.354 2.609 -0.153
C6 1.380 3.222 2.052
H1 2.195 2.628 -1.236
H2 2.550 1.577 0.151
H3 3.209 3.248 0.084
H4 0.465 3.569 2.539
H5 2.188 3.943 2.243
H6 1.664 2.232 2.420
C7 0.283 -3.531 1.542
C8 0.909 -4.259 0.349
C9 -0.521 -4.491 2.410
C10 1.342 -2.777 2.325
H7 1.902 -2.128 1.640
H8 2.022 -3.513 2.760
H9 0.953 -2.149 3.128
H10 -1.230 -5.063 1.793
H11 -1.078 -3.933 3.170
H12 0.159 -5.186 2.909
O1 -0.034 -4.008 -0.755
H13 1.016 -5.346 0.462
H14 1.850 -3.801 0.030
O2 -0.367 4.285 -0.876
H15 1.542 5.020 -0.594
H16 0.416 5.245 0.790
C11 -1.901 2.508 -1.467
C12 -1.743 -2.399 -1.377
C13 -1.204 -1.132 -2.017
H17 -2.670 -2.165 -0.820
H18 -1.980 -3.154 -2.133
C14 -1.322 0.093 -1.384
C15 -1.357 1.262 -2.089
H19 -0.516 -1.116 3.418
C16 -0.732 1.271 -3.364
C17 -0.242 0.072 -3.867
C18 -0.612 2.553 -4.117
C19 -0.476 -1.147 -3.226
H20 0.261 0.053 -4.830
C20 0.027 -2.427 -3.786
H21 0.796 -2.218 -4.538
H22 -0.771 -2.984 -4.292
H23 0.452 -3.079 -3.010
H24 -1.613 2.930 -4.373
H25 -0.054 2.400 -5.046
H26 -0.110 3.332 -3.526
H27 -2.252 3.274 -2.168
H28 -2.712 2.286 -0.759
F1 -1.684 1.715 2.389
Te1 -0.626 1.116 4.219
F2 -0.345 2.733 5.512
F3 0.227 -0.330 5.228
F4 1.017 0.391 2.508
F5 -2.240 0.939 5.190
O3 -1.315 -0.596 3.235

These are the Löwdin partial charges, in e, on atoms 1 to 2:
1. Pm 1.555
2. Cl 0.018


[3]
This record from the Open Molecules 2025 dataset describes a molecular structure, C26H22BrN4O2ReS. The level of theory is wB97M-V/def2-TZVPD.

Computed properties:
* LUMO: -6.6 eV
* charge: +2
* calculated total energy: -120366.9656 eV
* orbital gap: 6.493 eV

Positions of all 57 atoms, in Å:
Re1 0.027 0.129 -0.987
O1 -1.541 -4.120 -0.568
C1 -2.766 -3.744 -0.120
C2 -3.758 -4.717 -0.110
C3 -5.028 -4.411 0.342
C4 -5.338 -3.129 0.788
C5 -4.353 -2.163 0.772
C6 -3.060 -2.453 0.326
C7 -2.045 -1.365 0.365
O2 -1.393 -1.146 -0.886
N1 -0.915 -1.690 1.226
N2 0.147 -0.847 0.990
C8 1.058 -0.708 1.880
C9 2.313 -0.102 1.541
Br1 2.547 -0.179 -0.373
C10 3.312 0.326 2.320
C11 3.244 0.470 3.766
C12 4.420 0.290 4.503
C13 4.393 0.374 5.882
C14 3.203 0.670 6.536
C15 2.039 0.892 5.811
C16 2.056 0.794 4.432
H1 -0.957 -3.357 -0.627
H2 -3.510 -5.709 -0.462
H3 -5.787 -5.181 0.345
H4 -6.332 -2.893 1.139
H5 -4.579 -1.159 1.113
H6 -2.520 -0.422 0.663
H7 -1.131 -1.838 2.206
H8 0.943 -1.142 2.870
H9 4.262 0.567 1.852
H10 5.348 0.068 3.991
H11 5.300 0.220 6.450
H12 3.188 0.749 7.615
H13 1.126 1.161 6.324
H14 1.161 1.032 3.868
N3 -1.355 0.502 -2.660
C17 -0.867 1.247 -3.802
C18 -1.565 1.403 -4.963
C19 -1.014 2.183 -5.999
C20 0.190 2.804 -5.828
C21 0.912 2.664 -4.619
C22 2.129 3.330 -4.363
C23 2.709 3.180 -3.137
C24 2.122 2.329 -2.192
N4 1.018 1.627 -2.402
C25 0.381 1.847 -3.603
H15 -2.165 0.973 -2.257
H16 -1.691 -0.423 -2.927
H17 -2.535 0.938 -5.089
H18 -1.563 2.299 -6.924
H19 0.607 3.422 -6.612
H20 2.570 3.964 -5.121
H21 3.619 3.698 -2.869
H22 2.585 2.247 -1.222
S1 -0.765 2.864 0.830
C26 -0.399 1.635 -0.021

These are the Löwdin partial charges, in e, on atoms 1 to 2:
1. Re 1.282
2. O 0.083


[4]
This record from the Open Molecules 2025 dataset describes C4H8O3 in the gas phase. The level of theory is wB97M-V/def2-TZVPD.

Computed properties:
* ΔE to the lowest compared entry with this formula, charge and spin: 19.61 kcal/mol
* LUMO: 0.7 eV
* SMILES: C[C@@H](O)CC(=O)O
* calculated total energy: -10420.1531 eV
* orbital gap: 11.021 eV

Positions of all 15 atoms, in Å:
O1 1.264 0.567 -0.926
C1 1.174 0.113 0.182
O2 2.262 -0.169 0.931
C2 -0.056 -0.033 1.045
C3 -1.368 -0.046 0.215
C4 -1.589 0.906 -0.941
O3 -1.486 -1.393 -0.327
H1 3.131 0.056 0.585
H2 -0.183 0.796 1.741
H3 0.007 -0.997 1.532
H4 -2.203 -0.116 0.908
H5 -0.954 0.632 -1.777
H6 -1.424 1.955 -0.684
H7 -2.591 0.810 -1.267
H8 -0.891 -1.635 -1.041

These are the Löwdin partial charges, in e, on atoms 1 to 2:
1. O 0.112
2. C -0.508